No. 1
Below is C12H29F2GaN3O9 as an isolated structure at a distorted geometry, with properties calculated with the ωB97M-V functional and the def2-TZVPD basis.

- E_HOMO: -6.1 eV
- Total charge: -1
- Frontier orbital gap: 8.634 eV
- Calculated total energy: -3440.51530 Eh

Atoms and positions in Å:
C (-0.85156, 2.64425, 0.19347)
C (-1.38838, 1.56626, 0.43294)
Ga (-2.48434, -0.17232, 0.71486)
C (-4.21782, 0.38472, 1.64895)
N (-4.90367, -0.73141, 2.39368)
O (-1.53538, -1.45814, 1.79069)
C (-0.57664, -0.88508, 2.54239)
N (0.08192, -0.56224, 3.44908)
N (-2.74286, -1.00414, -1.04904)
C (-3.60177, -0.23435, -1.90528)
O (-4.42035, -0.80680, -2.56220)
F (-3.52397, 1.13759, -2.06588)
C (-1.46730, -1.13650, -1.66844)
O (-1.12584, -0.47989, -2.61861)
F (-0.60430, -2.07270, -1.13336)
H (-0.74480, 3.74195, 0.04233)
H (-4.93624, 0.79330, 0.87911)
H (-3.94855, 1.24516, 2.32894)
H (-4.67530, -0.57115, 3.38579)
H (-5.90756, -0.49699, 2.35472)
C (2.45284, -3.74026, 4.77778)
O (2.35265, -2.70046, 3.81945)
H (3.30168, -4.37553, 4.51937)
H (2.61099, -3.31269, 5.77160)
H (1.53780, -4.33984, 4.77059)
H (1.59519, -2.15210, 4.06923)
C (-3.55776, 1.40753, -5.59703)
O (-3.40859, 2.50834, -4.71543)
H (-4.10316, 1.73809, -6.48115)
H (-2.57189, 1.03704, -5.89663)
H (-4.11913, 0.61104, -5.10212)
H (-2.92460, 2.18945, -3.94338)
C (2.69764, 1.88518, 2.04114)
O (2.19229, 3.15480, 2.44869)
H (1.96018, 1.12004, 2.27646)
H (2.88209, 1.88898, 0.96650)
H (3.62692, 1.67182, 2.57943)
H (2.86201, 3.81140, 2.23041)
C (3.30475, 0.44306, -1.72098)
O (2.17131, 0.78001, -0.93764)
H (4.16788, 0.34553, -1.06255)
H (3.13327, -0.50728, -2.23409)
H (3.49789, 1.23102, -2.45508)
H (1.42113, 0.86130, -1.54018)
C (5.30553, -2.50273, 7.32362)
O (4.35513, -3.49425, 7.69048)
H (5.17491, -1.63780, 7.97214)
H (6.31880, -2.89549, 7.44558)
H (5.14627, -2.20204, 6.28488)
H (4.48977, -4.24696, 7.10398)
C (-0.69545, 1.66242, -8.95198)
O (-0.28512, 2.28851, -7.74589)
H (0.02086, 1.90957, -9.73460)
H (-0.72273, 0.57765, -8.81761)
H (-1.68549, 2.02538, -9.24141)
H (-0.93116, 2.05773, -7.06774)

Cartesian forces (eV/Å) of the 3 atoms listed first:
C -1.32 0.41 0.19
C 0.47 -0.05 -0.33
Ga -0.29 1.58 1.16

No. 2
Below is C2F6MnNO4S2 as an isolated structure at a distorted geometry, with properties calculated with the ωB97M-V functional and the def2-TZVPD basis.

- E_HOMO (spin up / spin down): -14.7 / -14.7 eV
- 2S+1: 6
- Total charge: +1
- Frontier orbital gap (spin up / spin down): 7.491 / 7.248 eV
- Relative energy (zero: lowest compared OMol25 entry of this formula, charge and spin): 121.1 kJ/mol
- Calculated total energy: -2978.05038 Eh

Atoms and positions in Å:
C (-2.43561, -0.93511, -0.30722)
F (-3.22746, -1.55514, -1.20263)
F (-1.58059, -0.42932, -1.22695)
F (-2.70412, -1.76960, 0.69191)
Mn (-0.69585, 0.24507, 2.33193)
N (-2.17185, 2.08947, -0.14980)
S (-3.05073, 0.98551, 0.52201)
O (-2.61460, 0.60268, 1.89165)
O (-4.45956, 1.14080, 0.28822)
S (-0.81542, 2.73377, 0.43042)
O (-0.18574, 1.89849, 1.49548)
O (-0.96011, 4.14204, 0.70521)
C (0.37694, 2.56747, -1.00599)
F (0.11230, 1.46751, -1.66963)
F (0.24413, 3.61892, -1.78010)
F (1.58974, 2.51084, -0.50250)

Cartesian forces (eV/Å) of the 3 atoms listed first:
C -6.57 2.94 -3.78
F -1.00 0.66 -0.22
F 3.28 -1.17 2.10

No. 3
Below is a 2-piece molecular cluster, C4H14N3 overall at a distorted geometry, with properties calculated with the ωB97M-V functional and the def2-TZVPD basis.

- E_HOMO (spin up / spin down): -16.2 / -16.2 eV
- 2S+1: 2
- Total charge: +2
- Frontier orbital gap (spin up / spin down): 8.710 / 4.284 eV
- Relative energy (zero: lowest compared OMol25 entry of this formula, charge and spin): 193.6 kJ/mol
- Calculated total energy: -324.33501 Eh

Atoms and positions in Å:
C (-2.41285, 0.00687, 0.19954)
C (-2.09798, 0.25618, -1.07479)
N (-0.73261, -0.11097, -1.55241)
N (-3.63677, 0.20725, 0.73264)
H (-1.65234, -0.44122, 0.83305)
H (-2.73208, 0.63658, -1.86073)
H (-0.41893, 0.42173, -2.36571)
H (-0.03639, -0.00794, -0.81610)
H (-0.67196, -1.10857, -1.81454)
H (-4.14493, 1.02721, 0.42869)
H (-3.69951, 0.11169, 1.73622)
C (2.43272, -1.30168, 0.41036)
N (2.72670, 0.09176, 0.18161)
C (1.93862, 1.06966, 0.91558)
H (2.51980, -1.50531, 1.47899)
H (1.41373, -1.53380, 0.08102)
H (3.12901, -1.98566, -0.07447)
H (2.79953, 0.27534, -0.82331)
H (0.88336, 1.00811, 0.63526)
H (2.36864, 2.06009, 0.77286)
H (2.02426, 0.82267, 1.97623)

Cartesian forces (eV/Å) of the 3 atoms listed first:
C -0.09 -0.05 -0.38
C 0.34 0.27 -0.45
N 0.02 -0.97 0.09